A molecular structure, C4H7O3Sn at a distorted geometry, computed with ωB97M-V/def2-TZVPD.

```
15
Properties=species:S:1:pos:R:3:nbo_charge:R:1
O 0.154 -0.183 -0.692 -0.403
O -0.460 -1.054 1.254 -0.865
O -1.267 0.880 0.587 -0.307
C -0.408 -0.046 0.592 1.075
Sn -1.087 -2.833 0.789 1.904
C 1.410 -0.048 -0.884 0.612
C 1.956 -0.338 -2.178 -0.777
H 2.051 0.049 0.003 0.249
H 1.599 0.343 -2.956 0.365
H 1.721 -1.399 -2.386 0.335
H 3.057 -0.322 -2.074 0.323
C -2.050 1.187 1.780 -0.287
H -2.269 2.258 1.761 0.299
H -1.470 0.957 2.674 0.237
H -2.936 0.548 1.731 0.239
```

Properties
LUMO energy in eV: -15.257
F_max in Eh/bohr: 0.1200
Kohn-Sham gap in eV: 9.983
E_HOMO in eV: -25.24
Energy in Eh: -595.27922
Multiplicity: 1
Molecular weight in Da: 221.8
Total charge: +3

2 unconnected molecules or ions with the total composition CHCl2O2P at a distorted geometry, computed with ωB97M-V/def2-TZVPD.

```
7
Properties=species:S:1:pos:R:3:mulliken_spin:R:1
C -1.182 0.008 -0.041 0.779
O 2.201 -0.712 -0.522 0.035
O 2.196 -0.098 0.791 0.037
P 1.525 0.734 -0.399 0.929
Cl -2.184 0.400 -1.357 0.111
Cl -1.599 0.718 1.477 0.101
H -0.957 -1.051 0.052 0.008
```

Properties
LUMO energy (alpha / beta) in eV: -0.215 / -1.795
F_max in Eh/bohr: 0.0536
Kohn-Sham gap (alpha / beta) in eV: 6.979 / 9.097
E_HOMO (alpha / beta) in eV: -7.19 / -10.89
Energy in Eh: -1450.70100
Multiplicity: 3
⟨S²⟩: 2.006
Molecular weight in Da: 146.9

A molecular structure, C28H28BN9O4PTi at a distorted geometry, computed with ωB97M-V/def2-TZVPD.

```
72
Properties=species:S:1:pos:R:3:mulliken_spin:R:1
Ti 1.000 0.198 -0.182 -0.048
C -3.078 1.478 -0.371 0.002
C -2.054 0.655 -0.829 0.001
N -1.025 0.701 0.014 -0.005
N -1.362 1.552 1.017 0.002
C -2.592 2.032 0.803 0.001
B -0.395 1.818 2.206 0.006
N 0.082 0.429 2.724 0.003
C 0.185 -0.098 3.950 0.001
C 0.859 -1.299 3.869 -0.001
C 1.169 -1.437 2.521 -0.023
N 0.717 -0.390 1.834 -0.001
N 0.910 2.521 1.697 0.002
C 1.628 3.527 2.201 0.000
C 2.873 3.536 1.590 0.001
C 2.847 2.460 0.713 -0.001
N 1.657 1.861 0.775 0.002
N -1.128 2.668 3.221 0.001
C -1.916 2.319 4.272 0.000
C -2.513 3.455 4.748 0.000
C -2.035 4.478 3.901 0.000
N -1.215 4.005 2.977 0.000
H -4.047 1.630 -0.815 0.000
H -2.001 0.045 -1.717 0.000
H -3.040 2.742 1.482 0.000
H -0.212 0.410 4.812 0.001
H 1.107 -1.973 4.672 0.000
H 1.681 -2.244 2.022 0.018
H 1.203 4.185 2.941 0.000
H 3.685 4.221 1.769 0.000
H 3.613 2.078 0.059 0.000
H -2.037 1.294 4.583 0.000
H -3.181 3.544 5.589 0.000
H -2.270 5.533 3.915 0.000
O 3.863 -1.106 1.182 0.121
C 3.347 -1.345 0.113 0.067
O 2.670 -0.354 -0.575 -0.036
C 3.294 -2.641 -0.504 0.625
P 0.622 -2.459 -0.783 0.206
C 0.805 -2.836 -2.570 -0.036
C 0.321 -2.030 -3.601 0.011
C 0.571 -2.347 -4.930 0.000
C 1.299 -3.483 -5.252 0.001
C 1.767 -4.309 -4.240 -0.001
C 1.525 -3.982 -2.911 -0.013
C -1.211 -2.658 -0.562 0.038
C -1.766 -2.393 0.698 0.020
C -3.132 -2.450 0.918 -0.011
C -3.995 -2.806 -0.114 0.020
C -3.463 -3.127 -1.350 -0.010
C -2.089 -3.059 -1.572 0.029
H 3.652 -3.478 0.075 0.000
H 3.392 -2.687 -1.580 -0.013
H -0.217 -1.127 -3.361 0.003
H 0.212 -1.690 -5.714 0.000
H 1.505 -3.723 -6.289 0.000
H 2.323 -5.208 -4.483 0.000
H 1.897 -4.625 -2.120 0.003
H -1.109 -2.137 1.524 -0.005
H -3.527 -2.216 1.901 0.000
H -5.065 -2.845 0.052 0.002
H -4.118 -3.436 -2.157 0.000
H -1.701 -3.318 -2.548 0.003
N 0.419 3.176 -1.600 0.000
C 1.382 2.738 -2.606 0.000
C 1.278 1.249 -2.932 0.006
O 1.705 0.847 -3.979 0.000
O 0.659 0.488 -2.026 0.007
H -0.523 3.153 -1.970 0.000
H 0.606 4.124 -1.304 0.000
H 2.393 2.914 -2.232 0.000
H 1.295 3.249 -3.562 0.000
```

Properties
LUMO energy (alpha / beta) in eV: -0.581 / -0.729
F_max in Eh/bohr: 0.0721
Kohn-Sham gap (alpha / beta) in eV: 6.156 / 6.327
E_HOMO (alpha / beta) in eV: -6.74 / -7.06
Energy in Eh: -3093.39865
Multiplicity: 2
⟨S²⟩: 0.766
Molecular weight in Da: 644.2

A molecular structure, C33H45N10ReS2Se at a distorted geometry, computed with ωB97M-V/def2-TZVPD.

```
92
Properties=species:S:1:pos:R:3:mulliken_spin:R:1
Re 1.159 0.227 0.472 1.787
C -1.946 5.363 -0.283 0.000
C -2.646 4.234 0.469 -0.002
N -2.316 2.909 -0.073 -0.013
C -1.162 2.297 0.159 0.020
S -0.890 0.745 -0.678 0.091
N -0.289 2.823 0.972 0.010
N 0.833 2.113 1.224 -0.151
C 1.731 2.654 2.020 0.085
C 1.588 4.008 2.609 0.000
C 2.880 1.799 2.286 0.074
C 3.972 2.195 3.046 0.014
C 5.016 1.309 3.257 0.013
C 4.956 0.048 2.682 0.006
C 3.846 -0.284 1.928 0.025
N 2.825 0.559 1.737 0.001
H -2.111 6.305 0.239 0.000
H -0.874 5.178 -0.331 0.000
H -2.335 5.460 -1.296 0.000
H -2.351 4.243 1.517 0.000
H -3.727 4.339 0.406 0.000
H -2.892 2.542 -0.810 0.003
H 0.593 4.391 2.413 0.001
H 1.766 3.988 3.686 0.006
H 2.314 4.694 2.166 0.010
H 4.001 3.196 3.455 0.003
H 5.863 1.596 3.865 0.000
H 5.751 -0.671 2.816 0.001
H 3.767 -1.257 1.461 0.007
C 0.762 -4.121 0.102 -0.006
C 0.765 -2.673 0.469 -0.023
N 1.313 -1.704 -0.213 -0.004
N 1.930 -1.950 -1.411 -0.014
C 2.539 -0.945 -2.083 0.013
N 3.134 -1.238 -3.227 0.009
S 2.556 0.652 -1.498 0.024
C 0.104 -2.223 1.686 0.029
C -0.585 -3.075 2.545 0.012
C -1.254 -2.553 3.637 0.002
C -1.211 -1.182 3.862 -0.002
C -0.486 -0.387 2.998 0.006
N 0.156 -0.883 1.931 0.025
H 1.154 -4.333 -0.889 0.000
H 1.362 -4.685 0.821 0.000
H -0.254 -4.513 0.144 0.003
H 1.905 -2.881 -1.796 -0.002
H 3.176 -2.167 -3.618 0.000
H 3.606 -0.504 -3.733 0.002
H -0.590 -4.140 2.362 -0.002
H -1.800 -3.206 4.303 0.000
H -1.722 -0.735 4.702 0.000
H -0.416 0.682 3.153 0.000
C -8.223 -0.204 -0.090 0.000
C -6.838 -0.536 0.462 0.001
C -5.717 0.301 -0.155 0.006
C -5.485 0.025 -1.642 0.001
N -5.263 -1.382 -2.001 0.049
C -4.238 -2.186 -1.638 -0.093
Se -2.860 -1.770 -0.477 0.771
N -4.364 -3.385 -2.268 0.024
C -3.410 -4.479 -2.036 0.018
C -3.437 -5.625 -3.035 0.003
C -2.243 -6.555 -2.799 0.000
C -0.920 -6.004 -3.328 0.000
C -5.507 -3.357 -3.045 0.080
C -6.129 -4.294 -3.875 -0.024
C -7.278 -3.904 -4.522 0.044
C -7.824 -2.618 -4.361 0.038
C -7.228 -1.688 -3.545 -0.019
C -6.061 -2.073 -2.886 0.068
H -8.990 -0.725 0.481 0.000
H -8.333 -0.507 -1.133 0.000
H -8.426 0.865 -0.014 0.000
H -6.627 -1.601 0.321 -0.001
H -6.833 -0.355 1.538 -0.001
H -4.798 0.150 0.406 -0.001
H -5.973 1.361 -0.073 0.001
H -4.644 0.608 -2.024 -0.004
H -6.372 0.334 -2.188 0.002
H -3.584 -4.874 -1.032 -0.015
H -2.420 -4.023 -2.045 -0.006
H -3.399 -5.240 -4.057 0.000
H -4.352 -6.203 -2.909 0.000
H -2.448 -7.502 -3.299 0.000
H -2.162 -6.775 -1.730 0.000
H -1.009 -5.737 -4.381 0.000
H -0.141 -6.761 -3.242 0.000
H -0.591 -5.117 -2.775 0.000
H -5.745 -5.290 -4.018 -0.004
H -7.779 -4.610 -5.171 0.001
H -8.733 -2.363 -4.888 0.001
H -7.664 -0.706 -3.422 -0.003
```

Properties
LUMO energy (alpha / beta) in eV: -8.359 / -9.994
F_max in Eh/bohr: 0.0258
Kohn-Sham gap (alpha / beta) in eV: 6.709 / 4.964
E_HOMO (alpha / beta) in eV: -15.07 / -14.96
Energy in Eh: -5107.36403
Multiplicity: 4
⟨S²⟩: 3.809
Molecular weight in Da: 911.1
Total charge: +3

A single C5H4N2 molecule, computed with ωB97M-V/def2-TZVPD.

```
11
Properties=species:S:1:pos:R:3:nbo_charge:R:1
C 1.900 -1.234 -0.491 -0.484
C 1.034 -0.374 -0.044 0.250
C -0.048 0.314 0.234 -0.285
C -1.172 -0.129 1.058 0.046
N -2.218 0.580 0.817 -0.246
N -1.888 1.572 -0.148 -0.243
C -0.651 1.439 -0.480 0.041
H 2.938 -1.366 -0.217 0.248
H 1.456 -1.888 -1.234 0.249
H -1.176 -0.980 1.730 0.212
H -0.175 2.066 -1.225 0.213
```

Properties
LUMO energy in eV: -0.602
F_max in Eh/bohr: 0.0093
Kohn-Sham gap in eV: 9.336
E_HOMO in eV: -9.94
SMILES: C=C=C1C=NN=C1
Energy in Eh: -302.32366
Multiplicity: 1
Molecular weight in Da: 92.1

A single C6H9N molecule at a distorted geometry, computed with ωB97M-V/def2-TZVPD.

```
16
Properties=species:S:1:pos:R:3:nbo_charge:R:1
C -1.305 -0.422 1.439 -0.626
C -0.636 -0.277 0.123 -0.094
C -1.142 -0.713 -1.134 -0.293
C -0.212 -0.391 -2.092 -0.095
N 0.776 0.240 -1.408 -0.492
C 0.599 0.298 -0.099 0.111
C 1.574 0.885 0.846 -0.636
H -2.394 -0.408 1.344 0.215
H -1.052 0.376 2.142 0.209
H -1.059 -1.356 1.953 0.210
H -2.092 -1.200 -1.310 0.214
H -0.237 -0.481 -3.166 0.211
H 1.634 0.277 -2.000 0.406
H 1.071 1.283 1.730 0.226
H 2.138 1.713 0.407 0.218
H 2.305 0.153 1.207 0.217
```

Properties
LUMO energy in eV: 1.064
F_max in Eh/bohr: 0.1102
Kohn-Sham gap in eV: 8.870
E_HOMO in eV: -7.81
SMILES: Cc1cc[nH]c1C
Energy in Eh: -288.76689
Multiplicity: 1
Molecular weight in Da: 95.1

7 unconnected molecules or ions with the total composition C9H29F3N10O8 at a distorted geometry, computed with ωB97M-V/def2-TZVPD.

```
59
Properties=species:S:1:pos:R:3:nbo_charge:R:1
O 0.216 -1.566 1.931 -0.753
H 0.101 -2.031 1.099 0.580
H -0.515 -0.985 2.154 0.576
H 1.050 -1.091 1.932 0.581
C 3.189 2.121 -1.635 0.307
O 2.218 1.359 -2.401 -0.571
O 3.273 1.426 -0.446 -0.916
C 4.472 2.557 -2.513 0.906
F 4.530 2.174 -3.777 -0.349
F 4.537 3.854 -2.757 -0.347
F 5.618 2.179 -1.954 -0.330
C 1.241 2.109 -3.135 -0.066
C 0.646 1.259 -4.273 -0.637
H 0.415 1.970 -5.066 0.199
H 1.419 0.717 -4.817 0.220
H -0.248 0.754 -3.908 0.200
H 1.537 3.063 -3.572 0.164
H 0.440 2.356 -2.437 0.145
H 2.720 3.083 -1.426 0.092
C -5.980 1.400 -0.167 0.738
O -5.054 0.674 0.018 -0.679
N -6.798 1.857 0.748 -0.841
N -6.146 1.996 -1.264 -0.808
H -7.574 2.454 0.500 0.385
H -6.761 1.248 1.553 0.409
H -6.819 2.750 -1.239 0.377
H -5.618 1.651 -2.053 0.419
C 1.311 -4.727 -3.276 0.747
O 0.462 -4.264 -2.542 -0.691
N 1.315 -5.912 -3.803 -0.821
N 2.433 -4.184 -3.579 -0.808
H 2.143 -6.158 -4.326 0.382
H 0.571 -6.530 -3.511 0.406
H 2.429 -3.176 -3.522 0.411
H 3.004 -4.599 -4.302 0.373
C -2.700 6.444 0.456 0.732
O -1.773 7.111 0.170 -0.649
N -2.572 5.503 1.338 -0.811
N -3.903 6.757 0.131 -0.827
H -3.281 4.784 1.350 0.364
H -1.648 5.159 1.557 0.404
H -4.703 6.141 0.120 0.380
H -3.999 7.634 -0.361 0.406
C 7.430 -5.268 0.395 0.740
O 8.455 -4.706 0.024 -0.678
N 7.227 -6.555 0.429 -0.833
N 6.473 -4.544 0.874 -0.818
H 8.068 -7.050 0.169 0.412
H 6.335 -6.990 0.619 0.392
H 6.532 -3.634 0.439 0.416
H 5.582 -4.955 1.112 0.368
C -3.575 -0.449 7.015 0.759
O -2.864 0.066 6.212 -0.661
N -4.343 0.178 7.904 -0.845
N -3.773 -1.752 7.084 -0.836
H -4.399 1.184 7.836 0.414
H -4.606 -0.369 8.712 0.384
H -3.409 -2.344 6.351 0.404
H -4.332 -2.137 7.832 0.382
```

Properties
LUMO energy in eV: -2.080
F_max in Eh/bohr: 0.1270
Kohn-Sham gap in eV: 3.593
E_HOMO in eV: -5.67
Energy in Eh: -1809.24702
Multiplicity: 1
Molecular weight in Da: 462.4

2 unconnected molecules or ions with the total composition C2H7OP at a distorted geometry, computed with ωB97M-V/def2-TZVPD.

```
11
Properties=species:S:1:pos:R:3:nbo_charge:R:1
C -0.547 1.928 -0.410 -0.392
C 0.353 1.089 -0.875 -0.427
H -0.411 2.658 0.498 0.191
H -1.529 2.065 -0.779 0.195
H 1.320 0.722 -0.464 0.226
H -0.027 0.491 -1.786 0.195
O -0.734 -2.158 0.391 -0.970
P 0.829 -1.602 0.491 0.640
H -1.235 -1.305 0.076 0.483
H 1.278 -2.844 1.107 -0.058
H 0.702 -1.045 1.752 -0.083
```

Properties
LUMO energy in eV: 0.798
F_max in Eh/bohr: 0.0772
Kohn-Sham gap in eV: 10.097
E_HOMO in eV: -9.30
SMILES: C=C.OP
Energy in Eh: -496.91309
Multiplicity: 1
Molecular weight in Da: 78.1

> F_max of number 6 (C6H9N)?

0.1102 Eh/bohr

> What is the multiplicity in the fifth record?

1

> Number 3 is which compound?

C28H28BN9O4PTi